Record 1
93
Properties=species:S:1:pos:R:3:forces:R:3 method="wB97M-V/def2-TZVPD" lumo_energy_ev=-0.54 homo_ev=-8.543 multiplicity=1
C -2.959617 1.933894 3.681743 -0.289 -0.674 -0.295
C -3.498453 0.753427 2.855840 0.473 -0.213 0.488
C -2.418238 -0.315449 2.598748 -0.731 0.257 -0.694
C -3.130443 -1.568609 2.087788 -0.041 -0.249 0.608
C -1.378799 0.271965 1.608644 -0.319 0.383 0.205
C -0.024973 0.525081 2.306529 -0.749 -0.040 -0.004
N 1.200571 0.257214 1.459570 -0.137 0.114 0.677
B 2.405328 0.989487 2.120755 0.457 1.013 -0.073
C 2.263783 2.162614 3.156572 -0.463 -0.451 0.377
O 3.651749 0.561635 1.823184 -0.379 -0.759 0.228
Si 1.624276 -1.514004 1.981863 0.761 -2.336 -0.327
C 0.179928 -2.698503 2.147141 0.046 0.528 0.120
C 2.943649 -2.527956 1.148820 0.435 0.306 -0.041
C 2.266854 -1.421053 3.769618 -0.389 0.559 -0.303
C 0.859129 0.739615 0.062636 -0.371 0.520 -1.738
C 0.530304 2.239207 0.081463 0.091 0.889 0.538
C 1.703730 3.235115 0.216871 0.025 0.058 0.510
C 2.013483 0.595029 -0.936208 0.202 -0.534 0.382
C 2.066532 1.304592 -2.120450 -0.355 1.022 -0.835
C 3.100126 1.147519 -3.029453 -0.122 -0.691 1.089
C 4.051932 0.218072 -2.647950 0.848 0.056 -0.976
C 3.939622 -0.482473 -1.467165 -0.190 0.171 -0.047
N 2.932241 -0.300965 -0.620485 -0.006 -0.036 0.065
C -0.336459 -0.107337 -0.536546 -1.103 -0.125 -1.097
C -1.159947 0.576449 -1.693839 -0.913 0.782 0.295
C -2.460525 1.275123 -1.273118 -0.206 0.277 0.400
C -2.502373 2.648085 -0.999143 -0.569 0.053 0.046
C -3.678498 3.299969 -0.617115 0.186 -0.388 -0.013
C -4.867277 2.590262 -0.493918 0.706 -0.150 -0.151
C -4.854068 1.232289 -0.799788 0.338 0.465 0.051
C -3.678273 0.571068 -1.189493 -0.290 0.008 0.171
C -3.797624 -0.891847 -1.531926 -0.455 0.378 -0.175
P 0.328053 -1.776565 -1.193704 0.638 -0.514 1.224
C 0.801643 -1.597421 -2.955503 0.135 0.218 0.036
C -1.098796 -2.955316 -1.267963 0.489 0.334 -0.973
C -0.490421 -4.336860 -1.562563 -0.049 -0.053 0.074
O -1.320888 -0.493055 0.431278 0.985 -0.673 0.524
H -2.523174 2.686502 3.030069 0.042 0.254 0.104
H -3.757059 2.352135 4.286008 -0.007 0.385 -0.039
H -2.199764 1.559754 4.366930 0.130 0.135 0.146
H -4.302602 0.251753 3.391936 -0.163 0.090 0.101
H -3.895636 1.078973 1.896698 -0.128 0.084 -0.096
H -1.973275 -0.522721 3.572684 0.319 -0.154 -0.044
H -3.546075 -2.083415 2.954347 -0.068 -0.061 0.071
H -3.984374 -1.315938 1.466636 0.067 0.091 -0.331
H -2.489553 -2.281835 1.587299 0.086 0.024 -0.183
H -1.792593 1.247681 1.345156 0.196 0.162 -0.231
H -0.000071 -0.066016 3.217948 0.365 -0.189 -0.034
H -0.055201 1.557446 2.630807 0.234 0.073 0.010
H 3.155163 2.780950 3.191829 0.153 0.018 -0.138
H 2.157671 1.713176 4.150686 -0.024 0.018 0.110
H 1.401793 2.809829 3.034860 -0.030 0.062 0.000
H 4.217526 0.660455 2.597293 0.362 0.437 -0.237
H -0.338786 -2.882478 1.217812 -0.248 0.061 0.032
H 0.657083 -3.635404 2.432843 0.207 -0.062 0.046
H -0.492909 -2.438971 2.961904 -0.284 0.014 -0.104
H 3.092574 -3.409041 1.776356 -0.151 -0.140 0.093
H 3.906102 -2.028444 1.083845 0.033 0.174 0.077
H 2.675569 -2.828972 0.145182 -0.177 -0.104 -0.063
H 3.339157 -1.254179 3.805387 0.079 0.224 0.109
H 2.102747 -2.411797 4.187010 -0.120 -0.191 -0.090
H 1.724046 -0.731679 4.416205 0.227 0.109 0.196
H -0.221225 2.516419 0.817862 -0.033 -0.258 0.176
H 0.029408 2.501901 -0.830285 0.075 -0.395 -0.380
H 2.696624 2.800917 0.118346 0.029 -0.147 -0.119
H 1.676649 3.732355 1.181243 0.015 0.072 0.065
H 1.630450 4.031171 -0.516556 0.004 -0.031 -0.253
H 1.337002 2.044200 -2.409067 -0.314 0.033 0.308
H 3.136198 1.692736 -3.960080 0.140 -0.057 -0.198
H 4.898751 0.038478 -3.294862 0.045 -0.113 -0.060
H 4.684783 -1.219215 -1.206948 0.070 -0.120 0.150
H -0.631421 1.304074 -2.299927 0.478 -0.167 -0.001
H -1.498143 -0.185188 -2.387308 0.319 -0.318 -0.064
H -1.624777 3.269288 -1.088087 0.091 -0.040 -0.120
H -3.652124 4.360342 -0.415553 0.001 0.107 -0.001
H -5.760938 3.103345 -0.174986 -0.189 -0.085 -0.032
H -5.788327 0.693711 -0.737443 0.001 -0.245 -0.049
H -3.377907 -1.537114 -0.770734 0.320 -0.064 -0.036
H -3.369203 -1.090451 -2.510704 0.244 -0.220 0.012
H -4.850973 -1.145410 -1.618901 -0.134 -0.044 0.029
H 0.520436 -0.662607 -3.430662 -0.192 0.035 -0.046
H 1.883583 -1.668190 -3.016646 0.145 0.068 -0.036
H 0.415785 -2.424333 -3.544185 -0.213 -0.096 0.012
H -1.698672 -2.687630 -2.134129 -0.523 0.065 0.214
H -1.685237 -2.942181 -0.360015 -0.106 0.089 0.084
H -0.444927 -4.520374 -2.631336 0.040 0.015 -0.145
H 0.527784 -4.426200 -1.185248 0.043 -0.080 0.164
H -1.092216 -5.134115 -1.134066 -0.046 -0.065 0.082
F 3.717521 1.492983 -6.201069 -0.013 -0.142 0.095
Al 4.000701 0.118193 -7.185119 -0.026 0.006 -0.004
F 5.654564 -0.021828 -7.486555 -0.042 0.034 0.084
F 3.137274 0.253775 -8.626203 -0.008 0.035 0.089
F 3.462956 -1.237113 -6.311238 -0.009 0.106 0.112


Record 2
95
Properties=species:S:1:pos:R:3:forces:R:3 method="wB97M-V/def2-TZVPD" lumo_energy_ev=-1.85 homo_ev=-11.042 e_above_lowest_kj_mol=200.72 multiplicity=1 charge=+1
Ca -0.158178 0.384444 -1.013825 -0.316 -1.853 2.209
C -0.414578 5.279044 -0.675725 -0.007 -0.249 -0.143
C -0.983978 3.860144 -0.483825 -0.212 0.468 -0.032
C -2.028978 4.002444 0.653075 0.073 -0.320 -0.180
C -3.225678 3.044044 0.787175 -0.292 0.624 0.187
C -4.137278 3.125044 -0.428725 0.161 -0.150 -0.063
C -3.990478 3.425244 2.060175 0.081 -0.132 -0.179
N -2.719878 1.644844 0.911275 0.536 -0.083 -0.344
C -3.687478 0.557444 1.163775 -0.247 -0.466 0.278
C -2.940478 -0.696956 1.606475 -0.061 0.192 -0.001
N -1.893778 -1.114856 0.678175 -0.065 -0.289 0.043
C -2.511778 -1.603856 -0.554525 -0.092 0.148 -0.279
C -2.669278 -0.496056 -1.616625 -1.443 -0.975 -0.371
O -3.272378 -0.746856 -2.639425 -0.129 -0.096 0.151
O -2.097378 0.618144 -1.347625 -3.138 1.263 -0.417
C -1.020678 -2.106456 1.331875 0.232 -0.197 0.297
C -0.019378 -2.737156 0.356475 -0.389 0.004 -0.010
C -0.283978 -1.576056 2.588075 -0.153 0.047 -0.111
C 0.529922 -0.240556 2.635775 -0.055 -0.118 0.475
C 1.880522 -0.604656 3.286875 -0.056 0.149 -0.078
C -0.175678 0.762844 3.563975 0.234 -0.187 -0.188
N 0.744122 0.346544 1.295375 0.123 -0.007 0.221
C 1.536322 1.590544 1.305275 -0.040 0.380 0.113
C 0.691722 2.832944 1.024975 0.179 -0.144 0.331
N 0.081722 2.822744 -0.305125 -0.235 0.108 0.072
C 1.148822 3.060744 -1.297025 0.622 -0.194 -0.282
C 2.099322 1.855644 -1.564425 0.982 1.222 -0.141
O 3.297022 2.066344 -1.548725 0.218 0.275 0.029
O 1.539322 0.750044 -1.804825 2.917 0.050 -1.848
H -1.219678 5.979144 -0.873925 -0.139 0.064 0.024
H 0.261222 5.334944 -1.518825 0.115 0.061 -0.068
H 0.112722 5.611744 0.213875 0.092 0.090 0.149
H -1.497178 3.581444 -1.412525 -0.017 -0.002 0.088
H -2.483878 4.981844 0.500475 -0.030 -0.054 0.041
H -1.528878 4.075444 1.619175 0.036 0.050 0.046
H -4.419978 4.156844 -0.615325 -0.011 0.118 0.056
H -5.050178 2.556844 -0.276625 -0.126 -0.088 -0.020
H -3.632278 2.742544 -1.312525 -0.025 -0.049 -0.160
H -4.211978 4.488944 2.055675 0.007 0.085 -0.062
H -3.402578 3.216644 2.951975 0.101 -0.023 0.141
H -4.938678 2.899244 2.135575 -0.077 -0.029 0.013
H -1.957478 1.609544 1.595475 -0.152 -0.022 -0.064
H -2.303178 1.342944 -0.040525 -0.220 0.088 0.429
H -4.249078 0.383744 0.243875 0.029 0.118 0.074
H -4.386978 0.829344 1.955675 0.072 0.079 -0.128
H -3.681578 -1.500356 1.763375 0.090 0.107 -0.029
H -2.487478 -0.489356 2.573775 -0.041 -0.028 0.005
H -3.488678 -2.085456 -0.387925 0.159 0.083 -0.058
H -1.883378 -2.343256 -1.046625 -0.003 -0.067 0.086
H -1.653978 -2.931256 1.716875 0.153 0.101 -0.064
H 0.400322 -1.998156 -0.328925 0.175 -0.183 -0.027
H -0.483378 -3.534056 -0.225425 0.079 0.059 -0.074
H 0.802422 -3.182756 0.913775 0.035 0.064 -0.078
H 0.407722 -2.380756 2.840975 -0.099 -0.034 0.058
H -0.992878 -1.546156 3.415975 0.016 -0.035 0.086
H 1.722622 -1.144656 4.217475 -0.050 -0.036 0.103
H 2.482322 0.271944 3.513075 0.047 0.063 0.054
H 2.452122 -1.232956 2.606975 0.032 -0.068 0.029
H -0.206378 0.372044 4.580275 -0.076 -0.068 0.000
H -1.199178 0.960244 3.251875 -0.136 0.067 0.037
H 0.364422 1.704844 3.605675 0.016 0.095 0.033
H 1.369022 -0.322556 0.835675 0.074 -0.001 0.070
H 2.326122 1.505444 0.563375 0.156 -0.066 0.196
H 2.030922 1.757144 2.266975 0.027 -0.035 -0.147
H 1.333222 3.718144 1.158975 -0.102 -0.039 0.024
H -0.087478 2.868644 1.786375 0.031 0.044 -0.046
H 1.798622 3.890244 -0.995525 -0.161 -0.046 -0.074
H 0.697122 3.287644 -2.264625 -0.045 0.083 0.047
Br -0.950878 1.594844 -3.914025 0.021 0.575 -0.344
C -0.900778 -0.249256 -4.241825 0.051 -0.291 -0.378
C -1.333778 -0.700156 -5.480025 -0.013 -0.030 0.028
C -1.238578 -2.054256 -5.741725 0.068 0.048 0.201
C -0.696378 -2.881656 -4.766725 0.022 0.105 0.087
C -0.299078 -2.317656 -3.566825 0.017 -0.389 -0.242
N -0.411278 -1.020956 -3.292325 0.058 0.297 0.249
H -1.733878 -0.004356 -6.200725 0.002 0.016 -0.024
H -1.568378 -2.456156 -6.689325 -0.012 0.009 -0.022
H -0.580578 -3.940656 -4.932325 0.013 -0.086 0.002
H 0.155522 -2.930556 -2.799025 -0.049 -0.055 0.098
N 2.835322 -1.208456 0.194875 0.088 0.499 -0.144
C 3.389722 -2.204256 0.023075 -0.350 0.067 0.060
N 3.932822 -3.378156 -0.067725 0.293 -0.388 -0.008
C 4.408022 -4.057856 1.123875 0.451 -0.371 0.377
C 5.890922 -4.407556 0.951275 -0.156 0.119 0.258
O 6.098822 -5.130156 -0.239225 -0.067 -0.094 -0.013
C 5.715922 -4.380856 -1.370825 -0.194 0.121 -0.237
C 4.220022 -4.044956 -1.321525 0.405 -0.344 -0.463
H 3.833022 -4.983456 1.259175 0.047 0.118 0.012
H 4.263022 -3.410456 1.990475 -0.001 -0.077 -0.054
H 6.220222 -5.053456 1.766675 -0.011 0.112 -0.015
H 6.497122 -3.487356 0.947675 -0.100 -0.102 0.014
H 5.940922 -5.001156 -2.239125 -0.039 0.106 0.008
H 6.301322 -3.450356 -1.426125 -0.061 -0.089 -0.013
H 3.643422 -4.979056 -1.363625 0.038 0.141 -0.032
H 3.935322 -3.403256 -2.156325 0.016 -0.033 0.071


Respective frontier orbital gap values: 8.001; 9.191 eV.